Entry 1:
The following is a DFT calculation (ωB97M-V with the def2-TZVPD basis set) of 10 unconnected molecules or ions with the total composition C15H44B6F24N4O4.

Element x y z (Å)
C (-2.48775, -0.83864, -2.49128)
C (-2.05467, -0.75603, -1.04190)
O (-1.15795, -0.05514, -0.62187)
N (-2.57734, -1.88161, -0.15131)
H (-2.98648, -1.41649, 0.64642)
H (-3.26786, -2.46364, -0.60354)
C (-1.38984, -2.67648, 0.55446)
H (-2.09015, -1.73398, -2.96917)
H (-2.22484, 0.02449, -3.10282)
H (-3.56178, -0.70301, -2.61843)
H (-0.70036, -2.90042, -0.25953)
H (-1.71257, -3.61913, 0.99645)
H (-1.10104, -1.93491, 1.29930)
C (1.30088, -3.39069, 8.50794)
C (2.48305, -2.69289, 7.70367)
C (1.93149, -1.97183, 6.51831)
O (2.87086, -1.07925, 5.96386)
C (2.35486, -0.28166, 4.95764)
N (3.18477, -1.67066, 8.69551)
H (3.93126, -1.11267, 8.30629)
H (2.54830, -0.89840, 8.83210)
H (3.33619, -2.09719, 9.59841)
H (1.69972, -3.92182, 9.37219)
H (0.91735, -4.27142, 7.99285)
H (0.50356, -2.71354, 8.81426)
H (3.14018, -3.52650, 7.45594)
H (1.00890, -1.42615, 6.71615)
H (1.59481, -2.75109, 5.83457)
H (1.33413, 0.07640, 5.09183)
H (2.51571, -0.68291, 3.95703)
H (3.02379, 0.57720, 4.90315)
C (2.36444, 1.71816, -5.19814)
C (3.78600, 1.25883, -5.62144)
C (4.47788, 2.27707, -6.52435)
O (5.64549, 1.73375, -7.09913)
C (6.26750, 2.68433, -7.93839)
N (4.70377, 1.11851, -4.37229)
H (4.48671, 1.77109, -3.63262)
H (4.69987, 0.19666, -3.95964)
H (5.65770, 1.24790, -4.67787)
H (1.63332, 1.61672, -6.00017)
H (2.34299, 2.75666, -4.86775)
H (1.97360, 1.07016, -4.41363)
H (3.84120, 0.27771, -6.09310)
H (4.54075, 3.24222, -6.02172)
H (3.79034, 2.50458, -7.33898)
H (7.30819, 2.40403, -8.10115)
H (6.45164, 3.60157, -7.37905)
H (5.76581, 2.98769, -8.85728)
C (-1.05208, 5.16194, -0.56540)
C (-0.71942, 5.97291, 0.69151)
C (-0.68200, 5.03590, 1.94470)
O (-0.12474, 5.58192, 3.07907)
C (-0.29524, 4.72793, 4.26462)
N (0.68973, 6.66321, 0.61923)
H (0.94040, 7.28896, -0.13292)
H (0.84255, 7.12018, 1.50688)
H (1.37294, 5.92644, 0.51680)
H (-2.00619, 4.63942, -0.63447)
H (-0.24196, 4.46333, -0.77457)
H (-1.05564, 5.87050, -1.39367)
H (-1.49408, 6.72476, 0.84232)
H (-0.16390, 4.10643, 1.70855)
H (-1.72695, 4.78109, 2.12150)
H (0.52413, 4.03323, 4.44932)
H (-1.25966, 4.22258, 4.31579)
H (-0.29058, 5.31588, 5.18244)
B (-6.08191, 3.89678, -4.90860)
F (-5.02257, 3.53075, -5.63355)
F (-5.82493, 3.88097, -3.54589)
F (-6.55121, 5.09944, -5.27525)
F (-7.09344, 3.01726, -5.06789)
B (-2.74159, -3.68526, -7.66678)
F (-3.65240, -3.06867, -8.56133)
F (-1.76617, -2.76500, -7.47704)
F (-3.45401, -3.82508, -6.43933)
F (-2.26031, -4.83706, -8.26806)
B (-4.19499, -0.97336, 4.61406)
F (-2.87167, -0.58579, 4.71426)
F (-4.89282, -0.43233, 5.73113)
F (-4.71552, -0.45330, 3.43540)
F (-4.28664, -2.33680, 4.57052)
B (-6.97742, -3.90135, -0.67139)
F (-7.85655, -4.68104, -1.36460)
F (-7.14247, -4.05356, 0.64817)
F (-5.70159, -4.26565, -1.12687)
F (-7.22064, -2.58949, -1.09353)
B (-0.04314, -7.50339, 4.11997)
F (0.15042, -7.42306, 2.81887)
F (-0.15718, -8.80973, 4.46264)
F (0.99827, -6.90468, 4.84160)
F (-1.25694, -6.83937, 4.42376)
B (3.11217, -3.38670, -3.14399)
F (2.81815, -4.47490, -2.45469)
F (2.24161, -3.33083, -4.24241)
F (2.67771, -2.36094, -2.36937)
F (4.40610, -3.25207, -3.57332)

Results
- Calculated total energy: -3664.82371 Ha
- Energy above the lowest of the compared OMol25 structures with the same formula, charge and spin: 0.0 kJ/mol
- HOMO-LUMO gap: 4.6202 eV
- Lowest unoccupied orbital energy: -0.37 eV
- HOMO energy: -4.99 eV
- Net charge: -2

Results of the Löwdin charge analysis, in e, for atoms 1 through 6:
1. C 0.038
2. C -0.352
3. O 0.106
4. N 0.134
5. H 0.167
6. H 0.171


Entry 2:
The following is a DFT calculation (ωB97M-V with the def2-TZVPD basis set) of 7 unconnected molecules or ions with the total composition C15H44O7.

Element x y z (Å)
O (8.40419, 13.03376, 8.12731)
H (9.02744, 12.48691, 8.61374)
H (8.01926, 13.61980, 8.79299)
O (6.89823, 14.41704, 5.97484)
H (7.37385, 13.79027, 6.53229)
H (6.35764, 13.86540, 5.40406)
C (11.11468, 17.11723, 8.31771)
C (12.09705, 16.00955, 8.01170)
C (11.58870, 14.64385, 8.35065)
O (12.46393, 15.98418, 6.60879)
H (11.52709, 18.11992, 8.18327)
H (10.80864, 17.07341, 9.36714)
H (10.20134, 17.03192, 7.72233)
H (13.03558, 16.24141, 8.53180)
H (10.77364, 14.35572, 7.68103)
H (11.14107, 14.66083, 9.34881)
H (12.35745, 13.87945, 8.28122)
H (12.55651, 16.90159, 6.33821)
C (8.80012, 13.00226, 11.96104)
C (8.95692, 11.59770, 12.48734)
C (8.84653, 10.52229, 11.42378)
O (10.19040, 11.45204, 13.20266)
H (7.86676, 13.11712, 11.40604)
H (9.61350, 13.21665, 11.25655)
H (8.79555, 13.74826, 12.75472)
H (8.19806, 11.38643, 13.24603)
H (9.21250, 9.58186, 11.84206)
H (9.46266, 10.71562, 10.54035)
H (7.81635, 10.32058, 11.12240)
H (10.88162, 11.92482, 12.72796)
C (13.03221, 9.84523, 7.00402)
C (12.91670, 10.97864, 7.98787)
C (11.54346, 11.07986, 8.60772)
O (13.85002, 10.84756, 9.07905)
H (14.05687, 9.76463, 6.62596)
H (12.43127, 10.04550, 6.11493)
H (12.76173, 8.89224, 7.45752)
H (13.17182, 11.92984, 7.50484)
H (10.76782, 11.17456, 7.84468)
H (11.47232, 11.94328, 9.27123)
H (11.33802, 10.18591, 9.20172)
H (14.71463, 10.68549, 8.69272)
C (5.70353, 16.13083, 11.51609)
C (6.53721, 16.04875, 10.23654)
C (7.95983, 16.51155, 10.45016)
O (6.65311, 14.68429, 9.81758)
H (5.31662, 17.12841, 11.70869)
H (6.34504, 15.81952, 12.34361)
H (4.88388, 15.41200, 11.46641)
H (6.05324, 16.62143, 9.43908)
H (8.37326, 16.04459, 11.34872)
H (8.04370, 17.58885, 10.59366)
H (8.58738, 16.20724, 9.61240)
H (5.79992, 14.24521, 9.76213)
C (7.26976, 11.30784, 4.87434)
C (8.38114, 10.34067, 4.47405)
C (8.70756, 9.40090, 5.62760)
O (7.93284, 9.57730, 3.34672)
H (7.09826, 12.09609, 4.14445)
H (7.51333, 11.81446, 5.81271)
H (6.37230, 10.72879, 5.11042)
H (9.24538, 10.91020, 4.14001)
H (8.02169, 8.55849, 5.68194)
H (8.76693, 9.92557, 6.58575)
H (9.72958, 9.01745, 5.52855)
H (7.23477, 8.99378, 3.65993)

Results
- Calculated total energy: -1124.56191 Ha
- Energy above the lowest of the compared OMol25 structures with the same formula, charge and spin: 72.5 kJ/mol
- HOMO-LUMO gap: 10.6595 eV
- Lowest unoccupied orbital energy: 0.50 eV
- HOMO energy: -10.16 eV

Results of the natural (NBO) charge analysis, in e, for atoms 1 through 6:
1. O -0.980
2. H 0.477
3. H 0.503
4. O -0.953
5. H 0.488
6. H 0.462


Entry 3:
The following is a DFT calculation (ωB97M-V with the def2-TZVPD basis set) of a molecular structure, C15H45BrNaO20P5.

Element x y z (Å)
Na (-34.49405, 25.79775, 12.69657)
Br (-36.24531, 24.34270, 9.49376)
C (-36.53440, 32.73159, 14.36363)
O (-35.53212, 31.77301, 13.88906)
P (-35.78321, 30.78178, 12.60318)
O (-34.89108, 29.60770, 12.47953)
O (-35.68204, 31.82266, 11.35220)
C (-34.48798, 32.30089, 10.78289)
O (-37.37332, 30.48475, 12.65809)
C (-37.89241, 29.29798, 12.00414)
H (-37.32578, 32.74900, 13.61430)
H (-36.19563, 33.75149, 14.54568)
H (-36.83987, 32.38882, 15.35222)
H (-34.48085, 33.34425, 10.46752)
H (-34.24415, 31.79127, 9.85073)
H (-33.65393, 32.10735, 11.45743)
H (-37.55735, 29.42122, 10.97426)
H (-38.98075, 29.34527, 12.04113)
H (-37.73298, 28.36534, 12.54531)
C (-26.69907, 30.13131, 17.81684)
O (-27.85847, 29.46919, 17.44711)
P (-28.49000, 28.23746, 18.35016)
O (-29.27533, 28.63740, 19.58144)
O (-29.33531, 27.45240, 17.16698)
C (-30.74838, 27.18925, 17.25734)
O (-27.34773, 27.17348, 18.55983)
C (-27.50760, 25.97820, 19.23342)
H (-26.12895, 30.12487, 16.88785)
H (-26.17058, 29.65348, 18.64175)
H (-26.80139, 31.15641, 18.17296)
H (-30.79123, 26.10024, 17.23945)
H (-31.40492, 27.57833, 16.47909)
H (-31.08085, 27.50040, 18.24767)
H (-28.53883, 25.81270, 19.54530)
H (-26.87319, 25.97762, 20.11978)
H (-27.14716, 25.17130, 18.59538)
C (-29.91479, 27.79687, 8.70643)
O (-30.72867, 27.27293, 9.75779)
P (-30.06502, 26.30038, 10.94692)
O (-30.88140, 25.92581, 12.10422)
O (-28.71531, 27.12554, 11.33834)
C (-28.89362, 28.33917, 12.06797)
O (-29.52660, 25.12277, 10.04737)
C (-30.49760, 24.40550, 9.33512)
H (-29.24850, 28.57806, 9.07234)
H (-30.72521, 28.21592, 8.11000)
H (-29.31924, 27.04404, 8.19003)
H (-28.65436, 29.20638, 11.45250)
H (-28.19532, 28.34882, 12.90486)
H (-29.91685, 28.56167, 12.37062)
H (-31.31882, 24.99440, 8.92658)
H (-30.81137, 23.55662, 9.94262)
H (-30.17080, 23.81089, 8.48205)
C (-30.74015, 21.64315, 15.26289)
O (-31.95129, 20.95131, 15.55504)
P (-33.23058, 21.22689, 14.61895)
O (-33.76252, 22.63792, 14.65573)
O (-32.84613, 20.79412, 13.11910)
C (-33.83935, 20.07446, 12.37529)
O (-34.29017, 20.04298, 15.14557)
C (-34.65521, 20.05043, 16.47506)
H (-30.69102, 22.29599, 14.39139)
H (-29.99940, 20.89016, 14.99381)
H (-30.27006, 22.14072, 16.11114)
H (-33.44585, 19.87682, 11.37819)
H (-34.74641, 20.64392, 12.17272)
H (-34.12617, 19.17435, 12.91903)
H (-34.18870, 20.87297, 17.01718)
H (-34.36067, 19.18516, 17.06891)
H (-35.73847, 20.11238, 16.57898)
C (-36.25946, 25.77242, 18.76573)
O (-37.15285, 26.89311, 18.69489)
P (-37.83216, 27.25970, 17.19951)
O (-36.99032, 26.97383, 16.00047)
O (-39.27316, 26.47325, 17.12772)
C (-40.29429, 26.92657, 16.21640)
O (-38.26210, 28.82910, 17.35071)
C (-38.98026, 29.27271, 18.44480)
H (-35.27673, 26.11679, 19.08784)
H (-36.15016, 25.32066, 17.77980)
H (-36.66061, 24.96942, 19.38409)
H (-40.22926, 26.36450, 15.28477)
H (-40.07644, 27.93005, 15.85078)
H (-41.29536, 26.81202, 16.63215)
H (-38.21719, 29.87165, 18.94189)
H (-39.33670, 28.43824, 19.04871)
H (-39.80931, 29.89916, 18.11564)

Results
- Calculated total energy: -6546.78200 Ha
- HOMO-LUMO gap: 6.3047 eV
- Lowest unoccupied orbital energy: -0.25 eV
- HOMO energy: -6.56 eV

Results of the Löwdin charge analysis, in e, for atoms 1 through 6:
1. Na 0.703
2. Br -0.818
3. C -0.070
4. O -0.237
5. P 0.464
6. O -0.247


- The highest HOMO-LUMO gap belongs to which entry?
  C15H44O7


- Which of these has the lowest HOMO-LUMO gap?
  C15H44B6F24N4O4


- Look up the HOMO-LUMO gap of the first one.
  4.6202 eV


- Which formula does entry 1 have?
  C15H44B6F24N4O4